This record from the OMol25 dataset describes C30H24BrCoN2O5SeSi as an isolated structure. The level of theory is ωB97M-V/def2-TZVPD.

The LUMO energy (alpha / beta) comes out at -1.9 / -2.1 eV. The calculation puts the HOMO energy (alpha / beta) at -8.935 / -8.934 eV. The calculation puts the HOMO-LUMO gap (alpha / beta) at 0.25940 / 0.25000 Ha.

Geometry as ORCA input:
```
! RIJCOSX wB97M-V def2-TZVPD def2/J DEFGRID3
* xyz 0 5
Co -0.3663 -1.6318 0.9325
Br 5.4589 -2.4770 -4.0462
C 4.3114 -2.1213 -2.5647
C 4.8154 -1.3447 -1.5340
C 4.0589 -1.1303 -0.3851
C 2.8024 -1.7451 -0.2680
C 2.2485 -2.3995 -1.3141
C 2.9846 -2.5234 -2.5308
N 1.9914 -1.7529 0.8434
C 2.4984 -2.0816 2.0401
C 1.6035 -2.1497 3.1730
C 2.1476 -2.5090 4.4568
C 1.2711 -2.7486 5.5174
C -0.1013 -2.6345 5.2618
C -0.5440 -2.2467 3.9731
N 0.2898 -2.0232 2.9682
H 5.6860 -0.7578 -1.7267
H 4.3071 -0.3867 0.3509
H 1.2378 -2.8290 -1.2174
H 2.5128 -2.9707 -3.4173
H 3.5989 -2.3516 2.1802
H 3.1873 -2.4421 4.6285
H 1.7402 -3.1636 6.4146
H -0.8616 -2.8803 5.9892
H -1.6258 -2.2099 3.7649
O -0.7519 -3.2172 0.0588
Se -2.4992 -3.1186 0.2236
O -2.9568 -4.5492 0.7921
O -2.2930 -1.9307 1.3950
O -3.1223 -2.5473 -1.1323
O -0.2099 0.0907 0.5465
Si -0.8962 1.2493 -0.3722
C 0.2072 2.7627 -0.1559
C 1.4868 2.5195 -0.5312
C 2.4557 3.5397 -0.4591
C 2.1356 4.7670 0.0470
C 0.7924 5.0214 0.4277
C -0.1554 4.0404 0.3644
C -0.8133 0.8381 -2.1620
C -0.7636 1.8825 -3.0760
C -0.8979 1.7127 -4.4828
C -1.0526 0.3960 -4.9162
C -1.0771 -0.6817 -4.0536
C -0.9728 -0.4508 -2.6956
C -2.7055 1.4615 0.1440
C -2.9857 1.5038 1.5099
C -4.3092 1.5956 1.9303
C -5.3282 1.7297 0.9820
C -5.0401 1.7901 -0.3469
C -3.6983 1.6953 -0.7888
H 1.8439 1.5872 -0.9030
H 3.5260 3.3618 -0.6477
H 2.8954 5.5260 0.1234
H 0.5493 6.0217 0.7223
H -1.1796 4.2408 0.6574
H -0.6788 2.9013 -2.6753
H -0.8266 2.5293 -5.1854
H -1.1420 0.1233 -5.9867
H -1.1803 -1.7005 -4.4457
H -1.0067 -1.2777 -1.9874
H -2.2087 1.2636 2.2230
H -4.5825 1.4212 2.9500
H -6.3860 1.8022 1.3045
H -5.8334 1.8800 -1.0308
H -3.5919 1.7298 -1.8577
*
```

Listed below, in e, are the Löwdin charges computed for each atom:
1 Co 0.84
2 Br 0.73
3 C -0.68
4 C -0.13
5 C -0.01
6 C -0.32
7 C 0.00
8 C -0.07
9 N 0.08
10 C 0.00
11 C -0.23
12 C 0.01
13 C -0.03
14 C -0.01
15 C -0.06
16 N 0.07
17 H 0.09
18 H 0.11
19 H 0.11
20 H 0.12
21 H 0.16
22 H 0.10
23 H 0.12
24 H 0.11
25 H 0.13
26 O -0.50
27 Se 0.88
28 O -0.42
29 O -0.49
30 O -0.41
31 O -0.32
32 Si 0.52
33 C -0.23
34 C -0.11
35 C -0.09
36 C -0.09
37 C -0.09
38 C -0.07
39 C -0.24
40 C -0.09
41 C -0.06
42 C -0.11
43 C -0.09
44 C -0.08
45 C -0.22
46 C -0.10
47 C -0.08
48 C -0.10
49 C -0.08
50 C -0.06
51 H 0.09
52 H 0.11
53 H 0.10
54 H 0.09
55 H 0.10
56 H 0.10
57 H 0.10
58 H 0.11
59 H 0.11
60 H 0.07
61 H 0.10
62 H 0.09
63 H 0.11
64 H 0.09
65 H 0.10

This record from the OMol25 dataset describes C30H24Cl3F3GeIrN8O2S2 as an isolated structure. The level of theory is ωB97M-V/def2-TZVPD.

The LUMO energy comes out at -3.7 eV. The calculation puts the HOMO energy at -10.371 eV. The calculation puts the HOMO-LUMO gap at 0.24358 Ha.

Geometry as ORCA input:
```
! RIJCOSX wB97M-V def2-TZVPD def2/J DEFGRID3
* xyz 1 1
Ir -0.1598 3.3154 0.2645
C 0.5304 -10.5355 0.5199
O 1.3540 -9.6360 -0.2102
C 1.0507 -8.3258 -0.1727
C -0.0195 -7.7822 0.5352
C -0.2381 -6.4155 0.5016
C 0.5930 -5.5716 -0.2260
C 1.6621 -6.1303 -0.9329
C 1.8912 -7.4861 -0.9091
C 0.3206 -4.1375 -0.2283
N -0.6864 -3.5516 0.3831
C -0.5425 -2.2221 0.1075
C 0.5551 -1.9867 -0.6774
N 1.1064 -3.2245 -0.8901
C 0.9814 -0.6802 -1.0433
C 2.1796 -0.4516 -1.7447
C 2.5903 0.8261 -1.9712
C 1.8325 1.8709 -1.4363
N 0.7016 1.6859 -0.7781
C 0.2021 0.4193 -0.6258
C -1.0800 0.1476 0.0361
N -2.0389 1.1090 0.2280
C -3.1437 0.8949 0.9393
C -3.4394 -0.3548 1.4607
C -2.5853 -1.3931 1.1980
C -1.4101 -1.1513 0.4711
H 0.9477 -11.5233 0.3538
H -0.4982 -10.5101 0.1546
H 0.5514 -10.3079 1.5876
H -0.6835 -8.4091 1.1108
H -1.0673 -5.9892 1.0492
H 2.3337 -5.5138 -1.5189
H 2.7151 -7.9258 -1.4538
H 1.9356 -3.4411 -1.4139
H 2.7738 -1.2887 -2.0877
H 3.5059 1.0519 -2.4976
H 2.1635 2.8909 -1.5450
H -3.7853 1.7580 1.0252
H -4.3485 -0.4838 2.0290
H -2.7875 -2.4032 1.5262
F -1.4930 5.3863 4.9536
C -2.0016 4.1483 4.9733
F -2.1338 3.7746 6.2557
F -3.2376 4.2090 4.4395
C -1.1372 3.1803 4.2090
C -0.5809 2.0733 4.8150
C 0.2174 1.1976 4.0791
C 0.4233 1.4546 2.7446
N -0.1339 2.5187 2.1536
C -0.8817 3.3962 2.8530
S -1.3269 4.7117 1.8074
H -0.7582 1.8969 5.8670
H 0.6809 0.3399 4.5425
H 1.0536 0.8320 2.1229
O -1.9378 2.3098 -0.3231
Cl 3.4243 2.7933 1.2149
Ge 1.9165 4.3638 0.8985
Cl 2.0112 5.4254 2.7648
Cl 2.8292 5.6688 -0.5683
C 1.0080 4.2450 -5.6854
C 1.1660 5.3483 -4.6373
C 0.2673 5.1328 -3.4633
N 0.5573 4.3833 -2.4676
N -0.4351 4.3328 -1.5233
C -1.5098 5.0177 -1.8542
N -2.6447 5.0389 -1.1428
S -1.3166 5.8516 -3.3497
H 1.6806 4.4197 -6.5236
H -0.0115 4.2103 -6.0713
H 1.2408 3.2717 -5.2534
H 0.9557 6.3230 -5.0795
H 2.1893 5.3789 -4.2619
H -2.6964 4.4946 -0.2920
H -3.3482 5.7332 -1.3159
*
```

Listed below, in e, are the Löwdin charges computed for each atom:
1 Ir 0.92
2 C -0.06
3 O -0.06
4 C -0.28
5 C 0.00
6 C -0.01
7 C -0.16
8 C -0.02
9 C 0.01
10 C -0.24
11 N 0.20
12 C -0.18
13 C -0.13
14 N 0.19
15 C -0.06
16 C 0.03
17 C -0.01
18 C -0.17
19 N -0.03
20 C -0.09
21 C -0.03
22 N -0.13
23 C 0.02
24 C 0.00
25 C 0.04
26 C -0.06
27 H 0.10
28 H 0.10
29 H 0.10
30 H 0.11
31 H 0.12
32 H 0.11
33 H 0.13
34 H 0.15
35 H 0.12
36 H 0.13
37 H 0.05
38 H 0.15
39 H 0.12
40 H 0.13
41 F 0.15
42 C -0.60
43 F 0.15
44 F 0.14
45 C -0.10
46 C 0.03
47 C -0.02
48 C -0.11
49 N -0.18
50 C -0.66
51 S 0.67
52 H 0.13
53 H 0.12
54 H 0.11
55 O -0.25
56 Cl 0.11
57 Ge -0.35
58 Cl 0.14
59 Cl 0.12
60 C -0.09
61 C -0.23
62 C -0.59
63 N 0.01
64 N -0.19
65 C -0.67
66 N 0.11
67 S 1.16
68 H 0.08
69 H 0.08
70 H 0.07
71 H 0.11
72 H 0.12
73 H 0.01
74 H 0.11

This record from the OMol25 dataset describes C30H24ClNO4PPb as an isolated structure. The level of theory is ωB97M-V/def2-TZVPD.

The LUMO energy (alpha / beta) comes out at -4.8 / -6.3 eV. The calculation puts the HOMO energy (alpha / beta) at -11.241 / -11.346 eV. The calculation puts the HOMO-LUMO gap (alpha / beta) at 0.23673 / 0.18419 Ha.

Geometry as ORCA input:
```
! RIJCOSX wB97M-V def2-TZVPD def2/J DEFGRID3
* xyz 1 1
C -1.0026 -2.5670 2.2433
C -0.9117 -2.9401 0.8702
C 0.4613 -2.9443 0.5026
H -1.7396 -3.1994 0.2057
C 1.2247 -2.5889 1.6550
C 0.3150 -2.3324 2.7261
H 0.5743 -2.0698 3.7487
H -1.9070 -2.4828 2.8475
H 0.8764 -3.2041 -0.4770
H 2.3121 -2.5617 1.7062
Pb 0.3749 0.5478 1.4573
Cl 2.8618 0.0847 1.5107
P 0.0978 -0.1590 -2.9358
C 1.3836 -1.2666 -3.4383
C 1.1952 -2.0623 -4.5764
H 0.3167 -1.8998 -5.2033
C 2.1307 -3.0535 -4.8659
H 1.9718 -3.6928 -5.7293
C 3.2715 -3.2172 -4.0736
H 4.0017 -4.0028 -4.3125
C 3.5118 -2.3465 -3.0004
H 4.4458 -2.4033 -2.4425
C 2.5591 -1.3902 -2.6576
H 2.6916 -0.7358 -1.7954
C -1.5048 -0.8030 -3.3636
C -1.8191 -2.1421 -3.0072
H -1.0222 -2.8081 -2.6687
C -3.1302 -2.5880 -3.0938
H -3.3687 -3.6268 -2.8597
C -4.1406 -1.7100 -3.5124
H -5.1723 -2.0595 -3.5739
C -3.8251 -0.3959 -3.8965
H -4.6113 0.2672 -4.2573
C -2.5133 0.0624 -3.8346
H -2.2437 1.0810 -4.1327
C 0.4698 1.4996 -3.4579
C 1.1828 1.7086 -4.6463
H 1.4501 0.8521 -5.2702
C 1.5476 3.0083 -4.9929
H 2.1307 3.1711 -5.8950
C 1.1732 4.0962 -4.1939
H 1.4435 5.1119 -4.4946
C 0.4449 3.8828 -3.0131
H 0.1073 4.7263 -2.4059
C 0.1351 2.5912 -2.6159
H -0.3830 2.3849 -1.6721
O -1.5316 0.9192 3.3876
C -0.6171 1.6542 3.8542
O 0.4004 2.0990 3.1529
C -0.5574 1.9792 5.3031
C -1.7457 2.1836 6.0466
C -1.6785 2.3391 7.4301
C -0.4267 2.3178 8.0787
C 0.7587 2.0439 7.3424
C 0.6970 1.9779 5.9639
N -0.2870 2.6346 9.4529
O -1.2913 2.9310 10.1365
O 0.8827 2.5938 9.9157
H -2.7069 2.2296 5.5288
H -2.5866 2.4611 8.0158
H 1.6918 1.9081 7.8833
H 1.6310 1.9055 5.4004
*
```

Listed below, in e, are the Löwdin charges computed for each atom:
1 C -0.07
2 C -0.09
3 C -0.12
4 H 0.10
5 C -0.16
6 C -0.16
7 H 0.11
8 H 0.12
9 H 0.09
10 H 0.08
11 Pb 1.14
12 Cl -0.16
13 P 1.22
14 C -0.39
15 C -0.09
16 H 0.12
17 C -0.05
18 H 0.12
19 C -0.04
20 H 0.12
21 C -0.05
22 H 0.12
23 C -0.07
24 H 0.10
25 C -0.35
26 C -0.08
27 H 0.11
28 C -0.05
29 H 0.12
30 C -0.03
31 H 0.12
32 C -0.05
33 H 0.12
34 C -0.06
35 H 0.12
36 C -0.37
37 C -0.06
38 H 0.11
39 C -0.05
40 H 0.12
41 C -0.04
42 H 0.12
43 C -0.06
44 H 0.12
45 C -0.09
46 H 0.10
47 O -0.08
48 C -0.63
49 O -0.25
50 C -0.12
51 C 0.01
52 C 0.03
53 C -0.14
54 C 0.03
55 C 0.00
56 N -0.32
57 O 0.07
58 O 0.05
59 H 0.13
60 H 0.12
61 H 0.12
62 H 0.13

Energy above the lowest of the compared OMol25 structures with the same formula, charge and spin values, unit kJ/mol, following the record order: 0.0, 226.2, 29.9.